{
  "formula": "C22H49HoN2O2P3",
  "method": "ωB97M-V with the def2-TZVPD basis set",
  "species": ["Ho", "P", "P", "P", "H", "C", "C", "H", "C", "C", "C", "C", "C", "C", "C", "C", "C", "H", "H", "H", "H", "H", "H", "H", "H", "H", "H", "H", "H", "H", "H", "H", "H", "H", "H", "H", "H", "H", "H", "H", "H", "H", "H", "H", "H", "H", "C", "C", "C", "C", "C", "C", "O", "H", "H", "H", "H", "H", "H", "C", "N", "C", "C", "O", "N", "C", "C", "H", "H", "H", "H", "H", "H", "H", "H", "H", "H", "H", "H"],
  "positions_angstrom": [[-0.4784, -0.7182, 1.7205], [0.4052, -0.8055, -3.0882], [-2.6914, -2.3117, 1.1152], [2.7291, 1.5547, -0.2459], [-0.8972, -3.1937, 3.3127], [-0.3028, -2.2761, 3.3635], [-0.7870, -1.0728, 3.9298], [-1.8495, -0.9294, 4.1766], [0.9671, -1.2805, -4.7161], [-1.2924, -1.3316, -2.8313], [0.4462, 0.9766, -2.8993], [-3.6654, -3.2135, 2.3802], [-4.0310, -1.4664, 0.1945], [-2.2593, -3.6663, -0.0372], [3.9425, 1.6645, 1.1274], [2.9414, 3.2441, -0.9374], [3.7863, 0.6214, -1.4325], [0.7842, -2.4838, 3.3933], [-0.1173, -0.4389, 4.5235], [0.7011, -0.4925, -5.4311], [0.4949, -2.2302, -4.9959], [2.0563, -1.4130, -4.6835], [-1.9162, -0.9381, -3.6501], [-1.6865, -0.9492, -1.8762], [-1.3637, -2.4283, -2.8306], [-0.0677, 1.4252, -3.7619], [1.4767, 1.3523, -2.8665], [-0.0633, 1.2784, -1.9743], [-4.6716, -3.4349, 1.9974], [-3.7575, -2.5979, 3.2843], [-3.1654, -4.1523, 2.6499], [-4.0669, -1.8055, -0.8483], [-3.8604, -0.3834, 0.2056], [-4.9987, -1.6687, 0.6742], [-3.0823, -3.8402, -0.7456], [-2.0703, -4.5853, 0.5334], [-1.3476, -3.4148, -0.5978], [4.7264, 2.3899, 0.8697], [4.3896, 0.6817, 1.3233], [3.4219, 1.9964, 2.0358], [3.9439, 3.6301, -0.7053], [2.1851, 3.8991, -0.4789], [2.7796, 3.2389, -2.0237], [4.8269, 0.9630, -1.3471], [3.4442, 0.7713, -2.4634], [3.7359, -0.4502, -1.2001], [2.1910, -2.0631, 0.4074], [2.8442, -3.0532, -0.3756], [4.0698, -3.5613, 0.0356], [4.6612, -3.1296, 1.2289], [4.0245, -2.1754, 2.0199], [2.7974, -1.6363, 1.6250], [1.0579, -1.4971, -0.0371], [1.3160, -1.4260, -2.1938], [2.3517, -3.3974, -1.2878], [4.5745, -4.3154, -0.5757], [5.6257, -3.5420, 1.5369], [4.4653, -1.8469, 2.9624], [2.3171, -0.8602, 2.2409], [-3.1145, 2.0806, -0.6930], [-2.4470, 2.9120, 0.3024], [-3.0315, 4.2301, 0.5301], [-1.5715, 2.3233, 1.1208], [-1.4802, 1.0285, 1.0701], [-0.7584, 2.9733, 1.9755], [-0.5464, 4.4157, 1.9621], [0.1755, 2.1691, 2.7700], [-3.5414, 2.7406, -1.4564], [-3.9257, 1.4917, -0.2388], [-2.3979, 1.3975, -1.1638], [-3.1962, 4.4309, 1.5930], [-2.4251, 5.0352, 0.0967], [-4.0024, 4.2494, 0.0331], [-1.3692, 4.9410, 2.4647], [0.3687, 4.6210, 2.5212], [-0.4204, 4.8107, 0.9460], [-0.3677, 1.4010, 3.3594], [0.9590, 1.7148, 2.1227], [0.6768, 2.8438, 3.4758]],
  "lowdin_charge": [1.48, 0.91, 0.77, 0.77, 0.10, -0.13, -0.16, 0.11, -0.19, -0.20, -0.20, -0.24, -0.23, -0.24, -0.29, -0.29, -0.27, 0.10, 0.11, 0.08, 0.08, 0.08, 0.09, 0.03, 0.07, 0.08, 0.03, 0.04, 0.07, 0.05, 0.06, 0.06, 0.00, 0.07, 0.07, 0.06, 0.02, 0.05, 0.03, 0.03, 0.05, 0.03, 0.04, 0.07, 0.03, 0.03, -0.47, -0.04, -0.05, -0.06, -0.08, -0.11, -0.36, 0.04, 0.11, 0.13, 0.12, 0.12, 0.08, -0.01, -0.09, -0.01, -0.41, -0.22, -0.09, -0.01, -0.03, 0.12, 0.09, 0.07, 0.11, 0.11, 0.11, 0.10, 0.10, 0.11, 0.06, 0.05, 0.12],
  "total_charge": 3,
  "multiplicity": 5,
  "s2": 6.01,
  "e_above_lowest_kcal_mol": 0.0,
  "gap_ev": [4.087, 4.298]
}

=====

{
  "formula": "C22H49N2OP3SSc",
  "method": "ωB97M-V with the def2-TZVPD basis set",
  "species": ["Sc", "P", "P", "P", "H", "C", "C", "H", "C", "C", "C", "C", "C", "C", "C", "C", "C", "H", "H", "H", "H", "H", "H", "H", "H", "H", "H", "H", "H", "H", "H", "H", "H", "H", "H", "H", "H", "H", "H", "H", "H", "H", "H", "H", "H", "H", "C", "C", "C", "C", "C", "C", "S", "H", "H", "H", "H", "H", "H", "C", "N", "C", "C", "O", "N", "C", "C", "H", "H", "H", "H", "H", "H", "H", "H", "H", "H", "H", "H"],
  "positions_angstrom": [[0.1139, -0.0115, -0.0193], [-1.5995, 1.9954, -0.1187], [-1.9774, -1.4657, 0.8598], [1.8181, 1.3296, -1.5375], [-1.0009, -2.0954, -1.7941], [-0.0094, -1.6381, -1.7494], [0.9409, -2.0659, -0.8009], [0.7107, -2.8506, -0.0488], [-2.6322, 2.0228, -1.6300], [-2.8525, 2.1479, 1.2094], [-0.8793, 3.6806, -0.0886], [-1.7663, -3.2858, 0.9449], [-2.6190, -1.2067, 2.5598], [-3.5428, -1.4183, -0.0923], [3.1941, 0.3285, -2.2271], [2.7446, 2.7585, -0.8738], [0.9941, 2.1158, -2.9862], [0.3202, -1.1661, -2.6785], [2.0265, -1.8885, -0.9440], [-3.2771, 2.9173, -1.5920], [-3.2499, 1.1101, -1.6668], [-1.9824, 2.0613, -2.5202], [-3.3280, 3.1353, 1.0890], [-2.3674, 2.0948, 2.1985], [-3.6082, 1.3519, 1.1291], [-1.7212, 4.3883, -0.0256], [-0.2863, 3.8760, -0.9960], [-0.2332, 3.7968, 0.7976], [-2.7374, -3.7401, 1.1757], [-1.0423, -3.5675, 1.7224], [-1.4005, -3.6721, -0.0127], [-3.5950, -1.7169, 2.6463], [-2.7593, -0.1458, 2.7837], [-1.9339, -1.6291, 3.3037], [-4.2292, -2.1988, 0.2724], [-3.3158, -1.6102, -1.1492], [-4.0351, -0.4386, -0.0231], [3.7974, 0.9568, -2.8986], [2.8159, -0.5444, -2.7844], [3.8180, -0.0223, -1.3888], [3.3489, 3.2176, -1.6756], [3.4068, 2.3912, -0.0722], [2.0380, 3.4991, -0.4678], [1.7491, 2.5825, -3.6384], [0.2642, 2.8737, -2.6625], [0.4463, 1.3355, -3.5324], [2.0819, -0.9350, -6.7505], [1.5050, -0.4535, -7.9420], [1.4364, -1.2837, -9.0655], [1.9974, -2.5683, -9.0447], [2.7361, -2.9787, -7.9265], [2.8219, -2.1461, -6.7992], [2.1237, -0.0068, -5.2900], [0.7973, 0.4113, -5.1465], [1.1525, 0.5668, -7.9613], [0.9533, -0.9375, -9.9857], [1.9095, -3.2417, -9.9019], [3.2614, -3.9381, -7.9128], [3.4662, -2.3959, -5.9450], [0.0871, 2.5629, 3.5298], [-0.0544, 1.1654, 3.9676], [-0.8957, 0.9550, 5.1330], [0.5019, 0.1489, 3.2577], [0.5634, 0.2467, 1.9633], [0.9676, -0.9671, 3.8385], [1.3120, -1.0542, 5.2622], [1.5007, -2.0208, 2.9725], [0.7820, 3.0965, 4.1982], [-0.8829, 3.0731, 3.5532], [0.4744, 2.6334, 2.5018], [-1.1339, -0.1113, 5.2358], [-0.3875, 1.3167, 6.0474], [-1.8588, 1.4976, 5.0283], [0.5955, -1.6744, 5.8061], [2.3093, -1.4829, 5.3606], [1.3129, -0.0408, 5.6575], [0.6988, -2.4637, 2.3474], [2.2865, -1.6429, 2.3027], [1.9224, -2.7965, 3.6179]],
  "lowdin_charge": [0.66, 0.76, 0.78, 0.77, 0.08, -0.08, -0.08, 0.08, -0.22, -0.23, -0.23, -0.23, -0.22, -0.24, -0.29, -0.23, -0.27, 0.07, 0.10, 0.08, 0.05, 0.05, 0.08, 0.03, 0.04, 0.08, 0.04, 0.04, 0.08, 0.05, 0.05, 0.08, 0.03, 0.05, 0.08, 0.05, 0.04, 0.07, -0.01, 0.06, 0.08, 0.06, 0.04, 0.08, 0.03, -0.01, -0.64, -0.10, -0.06, -0.06, -0.07, -0.11, 0.82, -0.09, 0.10, 0.12, 0.12, 0.12, 0.10, -0.01, -0.12, -0.03, -0.42, -0.18, -0.09, 0.01, 0.00, 0.12, 0.09, 0.07, 0.09, 0.12, 0.11, 0.11, 0.11, 0.09, 0.06, 0.11, 0.12],
  "total_charge": 3,
  "e_above_lowest_kcal_mol": 0.0,
  "gap_ev": 3.328
}

=====

{
  "formula": "C22H49N4O3",
  "method": "ωB97M-V with the def2-TZVPD basis set",
  "species": ["C", "C", "C", "N", "C", "C", "C", "C", "C", "C", "C", "N", "O", "C", "C", "C", "C", "H", "H", "H", "H", "H", "H", "H", "H", "H", "H", "H", "H", "H", "H", "H", "H", "H", "H", "H", "H", "H", "H", "H", "H", "H", "H", "H", "C", "C", "C", "O", "C", "N", "H", "H", "H", "H", "H", "H", "H", "H", "H", "H", "H", "C", "C", "C", "O", "C", "N", "H", "H", "H", "H", "H", "H", "H", "H", "H", "H", "H"],
  "positions_angstrom": [[0.0625, -2.1996, 2.4326], [0.3904, -2.1198, 1.1364], [0.2742, -0.8213, 0.3153], [-1.0718, -0.5457, -0.2196], [-1.4911, -1.4260, -1.3007], [-2.8920, -1.0518, -1.7595], [-3.9701, -1.2655, -0.6956], [0.5929, 0.3423, 1.2927], [0.7307, 1.7352, 0.6189], [1.7429, 2.5622, 1.4310], [-0.6220, 2.4604, 0.7909], [1.0266, 1.6720, -0.8291], [0.0018, 1.8001, -1.5942], [1.9095, 0.5505, -1.2018], [1.9397, 0.5273, -2.7492], [3.3679, 0.8224, -0.7748], [1.3987, -0.8344, -0.7312], [0.7506, -2.5343, 3.2001], [-0.9366, -1.8702, 2.7207], [0.7754, -3.0302, 0.6790], [-1.7023, -0.7136, 0.5593], [-0.8606, -1.3245, -2.1810], [-1.4624, -2.4872, -1.0054], [-3.1275, -1.6147, -2.6590], [-2.9330, -0.0083, -2.0615], [-4.8886, -0.8038, -1.0558], [-4.2082, -2.3228, -0.5815], [-3.7293, -0.8219, 0.2674], [1.5705, 0.0842, 1.7064], [-0.1172, 0.4003, 2.1124], [2.6448, 1.9975, 1.6552], [2.0063, 3.4858, 0.9212], [1.2774, 2.7803, 2.3878], [-1.4514, 1.8546, 0.4484], [-0.7696, 2.6246, 1.8575], [-0.5836, 3.4233, 0.2904], [2.7926, -0.0352, -3.1211], [1.9480, 1.5435, -3.1372], [1.0344, 0.0690, -3.1339], [3.5173, 0.5804, 0.2754], [4.0240, 0.2341, -1.4021], [3.5423, 1.8843, -0.9286], [1.1797, -1.4581, -1.5901], [2.2403, -1.3249, -0.2380], [-2.8506, 1.9281, -4.5233], [-3.1977, 0.8345, -5.5307], [-3.7628, 1.3631, -6.8584], [-5.1032, 1.8142, -6.8028], [-5.2822, 3.1068, -6.2541], [-4.1079, -0.1265, -4.8967], [-3.7319, 2.3158, -4.0128], [-2.1869, 1.5352, -3.7521], [-2.3392, 2.7634, -5.0060], [-2.2673, 0.3101, -5.7702], [-3.7686, 0.5349, -7.5723], [-3.1157, 2.1418, -7.2841], [-4.4613, 3.7782, -6.5216], [-5.3883, 3.0599, -5.1684], [-6.2096, 3.5119, -6.6592], [-4.2450, -0.9158, -5.5229], [-5.0271, 0.3071, -4.8478], [4.7598, -1.6262, 7.2893], [4.3092, -2.6920, 6.2949], [3.7004, -2.1246, 5.0028], [2.3872, -1.6115, 5.1325], [2.3007, -0.3169, 5.6997], [3.3917, -3.6146, 6.9711], [3.9266, -1.2031, 7.8493], [5.4427, -2.0604, 8.0196], [5.2839, -0.8107, 6.7864], [5.1990, -3.2569, 6.0012], [3.6180, -2.9454, 4.2849], [4.3596, -1.3730, 4.5476], [3.1388, 0.3165, 5.3955], [2.2464, -0.3705, 6.7889], [1.3741, 0.1367, 5.3467], [3.1841, -4.3921, 6.3502], [2.4985, -3.1388, 7.0746]],
  "lowdin_charge": [0.01, -0.11, -0.43, 0.02, -0.23, -0.25, -0.10, -0.07, -0.46, -0.03, -0.05, -0.11, -0.01, -0.46, -0.04, -0.02, -0.06, 0.05, 0.07, 0.11, 0.10, 0.10, 0.12, 0.09, 0.09, 0.07, 0.07, 0.06, 0.11, 0.12, 0.06, 0.09, 0.08, 0.07, 0.08, 0.09, 0.08, 0.09, 0.07, 0.07, 0.08, 0.09, 0.11, 0.12, -0.06, -0.42, -0.21, -0.19, -0.11, 0.05, 0.07, 0.06, 0.08, 0.13, 0.12, 0.12, 0.09, 0.07, 0.09, 0.08, 0.07, -0.07, -0.43, -0.21, -0.21, -0.10, 0.04, 0.06, 0.08, 0.08, 0.13, 0.12, 0.12, 0.09, 0.08, 0.09, 0.07, 0.07],
  "total_charge": 0,
  "multiplicity": 2,
  "s2": 0.75,
  "e_above_lowest_kcal_mol": 0.0,
  "gap_ev": [8.461, 8.642]
}

=====

Number 1 is which compound? C22H49HoN2O2P3